Here is an isolated molecule of C4H9NO2 at a distorted geometry from the Open Molecules 2025 dataset. Energies are from ωB97M-V/def2-TZVPD.

Properties
SMILES string: CNCCC(=O)O
HOMO energy: -0.32007 hartree
Kohn-Sham gap: 9.38 eV

Last column: natural (NBO) charge in e.
Geometry (Å):
C 0.55047 -0.50839 2.14768  -0.419
N -0.34733 -0.90548 1.07810  -0.651
C 0.13482 -0.80024 -0.29052  -0.216
C -0.43694 0.61136 -0.67445  -0.531
C 0.20759 1.04228 -1.98393  0.783
O 1.42031 0.98052 -2.03564  -0.592
O -0.65393 1.36815 -2.87035  -0.640
H 1.21307 -1.22629 2.53281  0.178
H -0.17763 -0.19090 3.00635  0.194
H 1.19738 0.39743 1.90248  0.198
H -0.70413 -1.81561 1.26513  0.358
H 1.24796 -0.74628 -0.28927  0.209
H -0.33854 -1.64277 -0.80981  0.203
H -0.21378 1.36150 0.08705  0.236
H -1.59706 0.62475 -0.61606  0.195
H -1.50227 1.44994 -2.44957  0.497

***

Here is a cluster of 2 separate species, C4H9NO2 in total at a distorted geometry from the Open Molecules 2025 dataset. Energies are from ωB97M-V/def2-TZVPD.

Properties
HOMO energy: -0.31047 hartree
Kohn-Sham gap: 5.43 eV

Last column: natural (NBO) charge in e.
Geometry (Å):
C -1.59160 0.59775 -0.77335  -0.106
O -2.51416 -0.09347 -0.04596  -0.590
C -0.28743 -0.26320 -0.80556  -0.041
C 0.10211 -1.18315 0.43689  -0.389
C 1.08209 -0.03648 0.19598  0.513
N 2.29611 -0.41591 -0.38059  -0.873
O 0.95235 1.05898 0.88136  -0.435
H -1.80443 0.76372 -1.82819  0.188
H -1.42848 1.61630 -0.38994  0.167
H -1.34557 1.33148 2.60910  0.005
H -0.02125 -0.46342 -1.89536  0.238
H -0.64462 1.21344 2.72649  -0.008
H -0.33502 -1.12888 1.39480  0.272
H 0.52327 -2.18412 0.21765  0.244
H 3.22543 -0.30693 0.16395  0.422
H 2.42140 -0.34391 -1.34138  0.394

***

Here is an isolated molecule of C4H9NO2 from the Open Molecules 2025 dataset. Energies are from ωB97M-V/def2-TZVPD.

Properties
SMILES string: NC(=O)CCCO
HOMO energy: -0.35536 hartree
Kohn-Sham gap: 10.37 eV

Last column: natural (NBO) charge in e.
Geometry (Å):
N 1.19584 0.35049 1.59401  -0.837
C 1.39163 -0.69482 0.73324  0.676
O 2.45532 -1.28388 0.65028  -0.619
C 0.20319 -1.18195 -0.08923  -0.514
C -1.12870 -0.43384 -0.13670  -0.433
C -1.13877 0.81493 -1.01067  -0.063
O -0.31718 1.86268 -0.49866  -0.739
H 2.04845 0.69458 2.01573  0.395
H 0.51136 1.05777 1.35287  0.411
H 0.58278 -1.31899 -1.10574  0.227
H 0.02748 -2.19480 0.28030  0.245
H -1.88062 -1.11544 -0.56071  0.220
H -1.47963 -0.18352 0.87097  0.211
H -0.82516 0.54874 -2.03085  0.164
H -2.15992 1.21055 -1.07493  0.180
H 0.51394 1.86749 -0.98994  0.476

***

Here is a cluster of 2 separate species, C4H9NO2 in total from the Open Molecules 2025 dataset. Energies are from ωB97M-V/def2-TZVPD.

Properties
SMILES string: NC(=O)CC=O.C
HOMO energy: -0.36612 hartree
Kohn-Sham gap: 10.33 eV

Last column: natural (NBO) charge in e.
Geometry (Å):
N 2.11608 0.67191 1.00655  -0.833
C 1.91170 -0.52365 0.39816  0.676
O 2.75406 -1.38371 0.24466  -0.599
C 0.46896 -0.71987 -0.03716  -0.625
C 0.10481 0.51686 -0.84405  0.464
O 0.03387 1.63362 -0.39134  -0.563
H 3.05987 0.96531 1.18047  0.403
H 1.39332 1.37205 0.86470  0.415
H -0.10662 -0.82020 0.89194  0.264
H 0.40100 -1.63959 -0.62372  0.250
H -0.11772 0.35182 -1.91247  0.141
C -2.42407 -0.09221 -0.15060  -0.851
H -2.41628 -0.42390 0.88360  0.215
H -2.11063 -0.92543 -0.79279  0.204
H -3.35194 0.33163 -0.50383  0.223
H -1.71641 0.68535 -0.21412  0.218

***

Here is an isolated molecule of C4H9NO2 from the Open Molecules 2025 dataset. Energies are from ωB97M-V/def2-TZVPD.

Properties
SMILES string: CN(O)[C@]1(C)CO1
HOMO energy: -0.33913 hartree
Kohn-Sham gap: 10.17 eV

Last column: natural (NBO) charge in e.
Geometry (Å):
C 1.34843 0.95844 -0.99146  -0.457
N -0.07373 0.62336 -0.75231  -0.182
O -0.71303 1.76445 -0.16282  -0.602
C -0.23232 -0.47072 0.20790  0.332
C -1.21043 -1.57396 -0.12750  -0.630
C 0.16551 -0.15739 1.57555  -0.119
O 0.99423 -0.94831 0.73014  -0.497
H 2.05856 0.55039 -0.25947  0.216
H 1.63611 0.56556 -1.96979  0.203
H 1.41750 2.04349 -0.96998  0.214
H -1.32108 2.07739 -0.84706  0.474
H -2.25611 -1.27812 -0.00040  0.219
H -1.00464 -2.41719 0.53862  0.225
H -1.06845 -1.90747 -1.15948  0.223
H 0.49102 0.86780 1.75995  0.194
H -0.23158 -0.69773 2.42812  0.187

***

Here is a cluster of 2 separate species, C4H9NO2 in total from the Open Molecules 2025 dataset. Energies are from ωB97M-V/def2-TZVPD.

Properties
SMILES string: CCN=C=O.CO
HOMO energy: -0.36758 hartree
Kohn-Sham gap: 10.61 eV

Last column: natural (NBO) charge in e.
Geometry (Å):
C -1.90402 0.89317 0.71679  -0.616
C -1.92204 -0.54568 0.21852  -0.207
N -0.57171 -1.04779 -0.00979  -0.586
C 0.28816 -1.43672 0.74932  0.868
O 1.19802 -1.82758 1.37839  -0.506
H -1.46513 1.55820 -0.03248  0.223
H -2.92352 1.22854 0.93231  0.219
H -1.31554 0.97450 1.63664  0.209
H -2.42705 -1.20131 0.93587  0.197
H -2.46185 -0.61866 -0.72854  0.209
C 2.58803 0.42971 -0.98473  -0.251
O 1.41846 0.42220 -1.77503  -0.743
H 3.43309 0.02237 -1.55482  0.168
H 2.83536 1.45986 -0.70020  0.166
H 2.49911 -0.15736 -0.06116  0.168
H 0.75191 -0.13782 -1.36067  0.482

***

Here is a cluster of 2 separate species, C4H9NO2 in total from the Open Molecules 2025 dataset. Energies are from ωB97M-V/def2-TZVPD.

Properties
SMILES string: COC(C)=O.C=N
HOMO energy: -0.36513 hartree
Kohn-Sham gap: 10.92 eV

Last column: natural (NBO) charge in e.
Geometry (Å):
C -1.06394 -1.95811 0.98362  -0.263
O -0.20193 -1.33592 0.03197  -0.521
C 0.45501 -0.25238 0.48734  0.825
C 1.60906 0.10093 -0.44865  -0.715
O 0.26387 0.24665 1.57286  -0.619
H -1.54562 -2.78642 0.46099  0.191
H -0.46379 -2.33966 1.81498  0.187
H -1.80953 -1.26050 1.37125  0.205
H 1.56403 -0.47029 -1.37779  0.230
H 1.73274 1.15768 -0.70559  0.226
H 2.50149 -0.16934 0.11544  0.240
C -0.37497 2.09411 -0.70491  -0.045
N -1.21370 1.14694 -0.64067  -0.610
H 0.11966 2.40420 0.22183  0.180
H -0.05048 2.59260 -1.62481  0.150
H -1.52189 0.82952 -1.55787  0.338

***

Here is an isolated molecule of C4H9NO2 at a distorted geometry from the Open Molecules 2025 dataset. Energies are from ωB97M-V/def2-TZVPD.

Properties
SMILES string: N[C@H](C=O)CCO
HOMO energy: -0.34484 hartree
Kohn-Sham gap: 10.06 eV

Last column: natural (NBO) charge in e.
Geometry (Å):
N 0.96347 1.19137 -0.95347  -0.834
C -0.26001 0.81669 -0.32695  -0.114
C -0.24912 1.19213 1.17943  0.388
O 0.72329 1.78250 1.60642  -0.586
C 0.04122 -0.75286 0.58120  -0.474
C -0.01598 -1.82514 -0.56125  -0.059
O -1.26187 -1.98943 -1.25192  -0.703
H 1.49078 1.56239 -0.15082  0.390
H 1.42813 0.38632 -1.35823  0.357
H -1.12344 1.00710 -0.96060  0.223
H -1.27960 1.20466 1.53850  0.147
H -0.80685 -1.05486 1.20574  0.224
H 1.04392 -0.81069 0.98168  0.250
H 0.26587 -2.79446 -0.14118  0.188
H 0.66044 -1.39906 -1.32692  0.147
H -1.60922 -1.10173 -1.07757  0.456

***

Here is an isolated molecule of C4H9NO2 at a distorted geometry from the Open Molecules 2025 dataset. Energies are from ωB97M-V/def2-TZVPD.

Properties
SMILES string: CCCNC(=O)O
HOMO energy: -0.35657 hartree
Kohn-Sham gap: 10.55 eV

Last column: natural (NBO) charge in e.
Geometry (Å):
C 0.18963 -0.77150 -2.37267  -0.608
C -0.35791 -0.68757 -0.92795  -0.417
C 0.20027 0.49315 -0.13980  -0.210
N 0.55859 0.09551 1.23738  -0.635
C -0.08068 0.51434 2.35440  0.874
O -0.27932 -0.16538 3.33917  -0.653
O -0.47779 1.80946 2.31208  -0.695
H 1.17331 -0.30717 -2.36671  0.198
H 0.30229 -1.81322 -2.68332  0.214
H -0.38526 -0.25561 -3.13539  0.211
H -1.44521 -0.57572 -0.99193  0.210
H -0.14986 -1.59886 -0.40320  0.205
H -0.46968 1.33812 -0.08900  0.222
H 1.13230 0.80952 -0.60647  0.184
H 1.03861 -0.78422 1.31048  0.399
H -0.94931 1.89914 3.16291  0.502

***

Here is an isolated molecule of C4H9NO2 at a distorted geometry from the Open Molecules 2025 dataset. Energies are from ωB97M-V/def2-TZVPD.

Properties
SMILES string: C[C@H](O)CNC=O
HOMO energy: -0.35532 hartree
Kohn-Sham gap: 10.44 eV

Last column: natural (NBO) charge in e.
Geometry (Å):
C -0.91846 1.94857 -0.03160  -0.661
C -0.44968 0.67650 0.62298  0.090
O 0.81793 0.80996 1.27943  -0.732
C -0.26300 -0.38716 -0.50541  -0.228
N 0.23618 -1.61869 0.04949  -0.619
C 1.16706 -2.40032 -0.56903  0.533
O 1.33942 -2.47750 -1.76657  -0.604
H -0.52297 2.10313 -1.02461  0.225
H -2.01176 1.92771 -0.13358  0.231
H -0.83817 2.76832 0.68138  0.225
H -1.09179 0.15236 1.33256  0.173
H 1.20004 1.66284 1.05245  0.473
H 0.43196 -0.02143 -1.25879  0.209
H -1.26678 -0.52659 -0.91038  0.190
H 0.32720 -1.70349 1.05115  0.390
H 1.84280 -2.91421 0.13054  0.106

***

Here is an isolated molecule of C4H9NO2 at a distorted geometry from the Open Molecules 2025 dataset. Energies are from ωB97M-V/def2-TZVPD.

Properties
SMILES string: NC(=O)CCCO
HOMO energy: -0.34392 hartree
Kohn-Sham gap: 9.85 eV

Last column: natural (NBO) charge in e.
Geometry (Å):
N 1.57810 0.45328 1.17638  -0.839
C 1.27607 -0.85945 1.03887  0.674
O 1.73378 -1.72636 1.76563  -0.626
C 0.36500 -1.21438 -0.13901  -0.509
C -1.00662 -0.55954 -0.20963  -0.425
C -1.13192 0.80031 -0.84551  -0.061
O -0.18644 1.78103 -0.46672  -0.747
H 2.13975 0.72764 1.96704  0.397
H 1.10137 1.15001 0.61822  0.423
H 0.89625 -0.97968 -1.07099  0.219
H 0.22888 -2.29469 -0.08196  0.242
H -1.75109 -1.23881 -0.74675  0.226
H -1.53809 -0.55258 0.75121  0.214
H -1.05273 0.66004 -1.92251  0.157
H -2.12238 1.21445 -0.64216  0.170
H -0.25068 2.52170 -1.08246  0.487

***

Here is an isolated molecule of C4H9NO2 at a distorted geometry from the Open Molecules 2025 dataset. Energies are from ωB97M-V/def2-TZVPD.

Properties
SMILES string: C/N=C\OCCO
HOMO energy: -0.34077 hartree
Kohn-Sham gap: 10.13 eV

Last column: natural (NBO) charge in e.
Geometry (Å):
C 0.16337 1.98734 -0.28503  -0.459
N -1.09986 1.52805 0.20573  -0.504
C -1.66557 0.41951 0.04893  0.394
O -1.27829 -0.82493 -0.37246  -0.522
C 0.09524 -1.11133 -0.71926  -0.103
C 0.90462 -1.56496 0.48894  -0.090
O 1.05176 -0.55617 1.46306  -0.713
H 0.19426 3.05450 -0.05761  0.204
H 1.02085 1.47454 0.15672  0.212
H 0.17452 1.87219 -1.37656  0.188
H -2.73074 0.56160 0.18958  0.176
H 0.06325 -1.92438 -1.45475  0.198
H 0.56473 -0.24716 -1.19146  0.190
H 0.44677 -2.47018 0.91385  0.169
H 1.92004 -1.83155 0.16699  0.188
H 0.17503 -0.36705 1.82334  0.473